Record 1
# C3H4N2O3

One molecule with the formula C3H4N2O3 in a non-equilibrium geometry (ωB97M-V/def2-TZVPD, the OMol25 dataset).

XYZ file:
```
12
Properties=species:S:1:pos:R:3:forces:R:3
N 2.30606 -0.65419 0.00664 2.30 2.90 3.18
C 1.00526 -0.14549 -0.01473 -0.55 -2.31 -1.29
C 0.42157 1.05952 -0.06430 1.43 0.15 1.06
O -0.87972 0.78314 -0.47387 -1.40 3.38 -0.40
C -1.11852 -0.50412 -0.41473 -0.85 -3.25 2.03
N -2.18155 -1.11286 0.01910 0.28 2.08 -0.75
O -3.19991 -0.08053 0.25395 3.30 1.88 -2.86
O 0.03805 -1.16514 -0.47881 2.37 1.12 0.69
H 2.61264 -1.26463 0.84543 -1.55 0.74 -1.73
H 2.84324 0.26815 0.32424 -0.79 -2.36 -1.35
H 0.79744 2.11609 0.27560 -1.24 -2.42 -1.04
H -2.64456 0.70005 -0.27853 -3.30 -1.90 2.46
```
Forces are in eV/Å.

Values from the calculation:
SMILES: Nc1co/c(=N\O)o1
E_HOMO, eV: -8.62
Energy, a.u.: -451.7839

Calculated atomic charges, method Löwdin, unit e: number 1, N, carries 0.09; number 2, C, carries -0.30; number 3, C, carries 0.00; number 4, O, carries 0.02; number 5, C, carries -0.51; number 6, N, carries 0.10; number 7, O, carries -0.12; number 8, O, carries 0.11; number 9, H, carries 0.14; number 10, H, carries 0.15; number 11, H, carries 0.18; number 12, H, carries 0.15



Record 2
# C3H4N2O3

C3H4N2O3 as an isolated structure in a non-equilibrium geometry (ωB97M-V/def2-TZVPD, the OMol25 dataset).

XYZ file:
```
12
Properties=species:S:1:pos:R:3:forces:R:3
C -2.06794 -0.68347 0.04300 -1.58 -1.00 -0.51
C -0.80017 0.19222 0.03784 -2.30 -0.59 -0.14
C 1.24437 0.74918 -0.25703 1.57 1.84 3.62
H -1.85369 -1.47354 -0.83855 -0.60 1.30 2.52
H -2.90933 -0.03072 -0.41440 1.40 -0.98 1.03
H -2.56559 -1.16077 1.13244 2.15 1.33 -3.38
H 3.71300 -0.56439 0.62870 -3.52 -2.14 -4.15
N -0.89787 1.46076 0.13136 1.76 0.38 -0.69
N 2.47942 0.64141 0.33891 -5.65 -0.16 -5.13
O 0.47438 1.96767 -0.28360 0.35 -4.19 1.00
O 2.81725 -0.71749 -0.18706 5.39 1.94 5.98
O 0.36618 -0.38087 -0.33162 1.03 2.27 -0.15
```
Forces are in eV/Å.

Values from the calculation:
E_HOMO, eV: -9.34
Energy, a.u.: -451.6980

Calculated atomic charges, method Löwdin, unit e: number 1, C, carries -0.03; number 2, C, carries -0.44; number 3, C, carries -0.26; number 4, H, carries 0.12; number 5, H, carries 0.09; number 6, H, carries 0.16; number 7, H, carries 0.25; number 8, N, carries 0.18; number 9, N, carries 0.05; number 10, O, carries 0.00; number 11, O, carries -0.19; number 12, O, carries 0.09



Record 3
# C3H4N2O4

A 2-piece molecular cluster, C3H4N2O4 overall in a non-equilibrium geometry (ωB97M-V/def2-TZVPD, the OMol25 dataset).

XYZ file:
```
13
Properties=species:S:1:pos:R:3:forces:R:3
C -0.01815 -1.60896 -1.08632 0.94 -1.44 -0.16
C -0.47421 2.21836 0.28054 0.95 0.12 0.49
C 0.48154 1.46120 0.79924 1.83 -0.46 2.02
N -0.48230 -1.06752 -0.03454 -1.02 1.74 1.51
N 1.25269 1.01645 1.64776 -2.09 1.09 -0.71
O -0.37463 -2.66669 -1.65557 -0.57 -0.09 -1.12
O 2.51869 0.88100 1.82969 1.37 -0.35 -0.22
O 1.17400 -0.97077 -1.43656 0.08 -0.50 0.05
O -1.72471 -1.59149 0.40121 -0.43 -0.96 -0.69
H -0.53385 3.24469 0.50703 -0.03 1.29 0.52
H -1.18646 1.84334 -0.34750 -1.64 -1.09 -1.75
H 1.33820 -0.57058 -0.56357 0.48 0.61 -0.36
H -1.97081 -2.18903 -0.34141 0.15 0.03 0.43
```
Forces are in eV/Å.

Values from the calculation:
E_HOMO, eV: 1.07
Energy, a.u.: -526.9839
Total charge: -2

Calculated atomic charges, method Löwdin, unit e: number 1, C, carries -0.76; number 2, C, carries -0.12; number 3, C, carries -0.28; number 4, N, carries -0.04; number 5, N, carries -0.20; number 6, O, carries -0.11; number 7, O, carries -0.36; number 8, O, carries -0.02; number 9, O, carries -0.15; number 10, H, carries -0.03; number 11, H, carries -0.04; number 12, H, carries 0.06; number 13, H, carries 0.04



Record 4
# C3H4N2OS

A 2-piece molecular cluster, C3H4N2OS overall in a non-equilibrium geometry (ωB97M-V/def2-TZVPD, the OMol25 dataset).

XYZ file:
```
11
Properties=species:S:1:pos:R:3:forces:R:3
O -2.71710 -0.94600 -1.61626 1.44 -1.20 -1.78
C -3.18967 -0.18929 -0.88649 -1.88 1.72 1.79
N -3.55087 1.08527 -0.57740 -0.80 -1.16 -1.43
S -4.21718 -0.15986 0.57958 0.11 0.36 0.46
H -2.84890 1.76019 -0.36959 0.77 0.20 0.84
C 1.51979 0.00908 0.71028 2.85 -0.83 0.08
C 0.17711 0.29138 0.57830 -4.98 0.89 0.12
N -0.96884 0.46456 0.50227 2.03 -0.04 0.09
H 1.64894 -0.80244 1.45106 0.07 0.32 -0.44
H 2.08198 0.89362 1.06718 -0.13 -0.51 -0.47
H 1.82161 -0.34466 -0.29828 0.51 0.25 0.73
```
Forces are in eV/Å.

Values from the calculation:
SMILES: O=C1NS1.CC#N
E_HOMO, eV: -8.67
Energy, a.u.: -699.5787

Calculated atomic charges, method Löwdin, unit e: number 1, O, carries 0.11; number 2, C, carries -0.92; number 3, N, carries -0.19; number 4, S, carries 0.80; number 5, H, carries 0.05; number 6, C, carries -0.08; number 7, C, carries -0.27; number 8, N, carries 0.18; number 9, H, carries 0.11; number 10, H, carries 0.10; number 11, H, carries 0.11



Record 5
# C3H4N2OS

One molecule with the formula C3H4N2OS in a non-equilibrium geometry (ωB97M-V/def2-TZVPD, the OMol25 dataset).

XYZ file:
```
11
Properties=species:S:1:pos:R:3:forces:R:3
O -0.20177 -2.52106 -1.43673 0.05 0.47 0.64
C 0.87503 -2.02479 -1.17055 -1.62 1.10 -0.41
N 1.16667 -0.75047 -0.59920 -5.53 0.60 2.92
C -0.02397 -0.32764 0.05021 3.78 -0.36 -2.09
N 0.00576 0.88402 0.69168 2.78 3.28 0.43
C -0.90973 1.90160 1.02443 -3.24 -2.48 -0.49
S -0.62916 3.53204 1.06484 -0.16 -2.31 0.20
H 1.71868 -2.51261 -1.52011 2.26 -1.01 -0.43
H -0.96152 -0.92156 -0.00068 0.65 0.54 0.14
H 0.93032 1.44244 0.73792 -1.14 -2.06 -0.75
H -1.97030 1.29803 1.15818 2.17 2.23 -0.16
```
Forces are in eV/Å.

Values from the calculation:
SMILES: O=C/N=C/NC=S
E_HOMO, eV: -9.69
Energy, a.u.: -699.5813

Calculated atomic charges, method Löwdin, unit e: number 1, O, carries 0.01; number 2, C, carries -0.37; number 3, N, carries 0.08; number 4, C, carries -0.10; number 5, N, carries -0.06; number 6, C, carries -0.71; number 7, S, carries 0.64; number 8, H, carries 0.09; number 9, H, carries 0.14; number 10, H, carries 0.15; number 11, H, carries 0.13



Record 6
# C3H4N2OS2

One molecule with the formula C3H4N2OS2 in a non-equilibrium geometry (ωB97M-V/def2-TZVPD, the OMol25 dataset).

XYZ file:
```
12
Properties=species:S:1:pos:R:3:forces:R:3
C -2.56212 0.12999 -0.65628 3.90 -2.38 -0.34
N -1.28372 0.06153 -0.31020 -3.62 0.52 -0.11
S -0.59635 -1.45161 -0.34808 -0.77 -0.48 -0.83
C 0.86531 -1.24549 0.49459 2.12 -1.61 1.78
O 1.38846 -2.28179 0.92725 -0.74 1.44 -0.80
N 1.44122 -0.02510 0.83901 -0.57 2.10 -2.23
C 1.57087 1.16106 0.04852 -0.44 -0.14 0.77
S 1.02134 1.45203 -1.46403 0.73 -0.23 1.07
H -2.97962 1.09027 -0.60004 -0.85 1.03 0.01
H -3.06114 -0.76658 -1.13925 0.15 1.21 0.78
H 2.13450 -0.10493 1.54368 0.52 -0.31 0.74
H 2.06124 1.98061 0.66484 -0.42 -1.16 -0.82
```
Forces are in eV/Å.

Values from the calculation:
SMILES: C=NSC(=O)NC=S
E_HOMO, eV: -8.88
Energy, a.u.: -1097.7838

Calculated atomic charges, method Löwdin, unit e: number 1, C, carries -0.09; number 2, N, carries -0.42; number 3, S, carries 1.01; number 4, C, carries -0.80; number 5, O, carries -0.03; number 6, N, carries 0.00; number 7, C, carries -0.66; number 8, S, carries 0.66; number 9, H, carries 0.05; number 10, H, carries 0.08; number 11, H, carries 0.12; number 12, H, carries 0.08



Record 7
# C3H4N2OS2

One molecule with the formula C3H4N2OS2 in a non-equilibrium geometry (ωB97M-V/def2-TZVPD, the OMol25 dataset).

XYZ file:
```
12
Properties=species:S:1:pos:R:3:forces:R:3
C -1.33940 2.47516 -0.55118 -0.07 0.89 1.82
N -1.11013 1.31392 -0.12173 0.21 -0.97 -0.33
S -0.66687 0.14682 -1.29837 -0.17 0.17 -0.04
C -0.43896 -1.30065 -0.34169 -0.63 -2.54 -0.65
O -0.68409 -2.41780 -0.80738 0.23 2.12 0.12
N 0.00329 -1.29683 0.97881 0.88 1.81 -0.17
C 1.06966 -0.65255 1.51350 0.70 1.54 0.87
S 1.86984 0.67662 0.92523 -0.44 -1.32 0.53
H -1.63676 3.19758 0.23762 0.08 -0.36 -0.62
H -1.19372 2.87316 -1.53091 0.02 -0.06 -0.91
H -0.27277 -2.09822 1.45986 -0.55 -1.61 0.66
H 1.32844 -1.05646 2.53935 -0.26 0.34 -1.28
```
Forces are in eV/Å.

Values from the calculation:
SMILES: C=NSC(=O)NC=S
E_HOMO, eV: -8.65
Energy, a.u.: -1097.7913

Calculated atomic charges, method Löwdin, unit e: number 1, C, carries -0.16; number 2, N, carries -0.34; number 3, S, carries 0.97; number 4, C, carries -0.75; number 5, O, carries 0.01; number 6, N, carries -0.01; number 7, C, carries -0.67; number 8, S, carries 0.60; number 9, H, carries 0.09; number 10, H, carries 0.06; number 11, H, carries 0.12; number 12, H, carries 0.09



Record 8
# C3H4N2S

One molecule with the formula C3H4N2S in a non-equilibrium geometry (ωB97M-V/def2-TZVPD, the OMol25 dataset).

XYZ file:
```
10
Properties=species:S:1:pos:R:3:forces:R:3
S 1.70166 -0.11530 -0.98322 0.23 -0.50 -0.23
C 0.17151 -0.16047 -0.15912 0.29 0.89 -0.45
C -0.97114 -0.89822 -0.18795 0.86 -1.79 -0.97
N -1.89514 -0.36820 0.63492 -1.58 -1.34 0.12
C -1.35895 0.67550 1.15095 -0.16 2.02 0.50
N -0.13313 0.89399 0.65096 0.29 0.70 0.98
H 2.37209 -0.79378 -0.03963 0.16 0.00 -0.08
H -1.06459 -1.85120 -0.73644 -0.30 0.77 0.43
H -1.81963 1.41055 1.81362 0.02 -0.48 -0.16
H 0.43479 1.69787 0.86951 0.19 -0.28 -0.14
```
Forces are in eV/Å.

Values from the calculation:
SMILES: Sc1cnc[nH]1
E_HOMO, eV: -9.10
Energy, a.u.: -624.4086

Calculated atomic charges, method Löwdin, unit e: number 1, S, carries 0.78; number 2, C, carries -0.71; number 3, C, carries -0.17; number 4, N, carries 0.05; number 5, C, carries -0.23; number 6, N, carries 0.02; number 7, H, carries -0.13; number 8, H, carries 0.12; number 9, H, carries 0.13; number 10, H, carries 0.14



Record 9
# C3H4N2S

One molecule with the formula C3H4N2S (ωB97M-V/def2-TZVPD, the OMol25 dataset).

XYZ file:
```
10
Properties=species:S:1:pos:R:3:forces:R:3
C -1.03652 -0.45806 1.09466 0.62 0.66 0.17
N -1.58641 -0.58369 -0.03758 0.07 -0.56 -0.14
N -0.77026 -0.72197 -1.16632 0.28 0.55 -0.25
C 0.30831 -0.04878 -1.32761 -0.72 -0.34 0.21
S 1.10121 0.90675 -0.07010 -0.62 -0.32 0.34
C 0.43303 -0.14197 1.29550 -0.13 -0.43 -0.29
H -1.65632 -0.57763 1.98277 -0.11 0.36 -0.17
H 0.75620 -0.14064 -2.32093 0.20 0.17 0.43
H 0.95608 -1.09870 1.23914 0.33 0.08 0.28
H 0.59248 0.34134 2.27262 0.07 -0.17 -0.56
```
Forces are in eV/Å.

Values from the calculation:
SMILES: C1=NN=CSC1
E_HOMO, eV: -9.30
Energy, a.u.: -624.3454

Calculated atomic charges, method Löwdin, unit e: number 1, C, carries -0.22; number 2, N, carries 0.00; number 3, N, carries -0.05; number 4, C, carries -0.50; number 5, S, carries 0.87; number 6, C, carries -0.44; number 7, H, carries 0.11; number 8, H, carries 0.07; number 9, H, carries 0.08; number 10, H, carries 0.08



Record 10
# C3H4N2S

One molecule with the formula C3H4N2S in a non-equilibrium geometry (ωB97M-V/def2-TZVPD, the OMol25 dataset).

XYZ file:
```
10
Properties=species:S:1:pos:R:3:forces:R:3
S -1.55208 -1.32345 0.30419 1.38 1.64 0.28
C -0.15752 -0.11668 0.17872 -2.67 0.92 -3.42
C 1.12760 -0.16458 0.68299 -1.79 -1.45 1.34
C 1.82255 0.79492 0.12603 2.40 3.19 -1.03
N 1.08858 1.34746 -0.86591 -3.94 -1.06 0.80
N -0.33908 0.86973 -0.76248 4.10 -1.63 1.34
H -2.26272 -0.31672 -0.21788 -0.58 -0.34 -0.07
H 1.23389 -0.61745 1.59634 1.21 -1.39 1.75
H 2.77428 1.25387 0.48959 -0.83 -0.67 -0.80
H 1.08558 2.25314 -1.26282 0.72 0.80 -0.18
```
Forces are in eV/Å.

Values from the calculation:
SMILES: Sc1cc[nH]n1
E_HOMO, eV: -8.84
Energy, a.u.: -624.3491

Calculated atomic charges, method Löwdin, unit e: number 1, S, carries 0.72; number 2, C, carries -0.66; number 3, C, carries -0.15; number 4, C, carries -0.15; number 5, N, carries 0.01; number 6, N, carries 0.04; number 7, H, carries -0.15; number 8, H, carries 0.08; number 9, H, carries 0.14; number 10, H, carries 0.12



Record 11
# C3H4N2S

A 2-piece molecular cluster, C3H4N2S overall in a non-equilibrium geometry (ωB97M-V/def2-TZVPD, the OMol25 dataset).

XYZ file:
```
10
Properties=species:S:1:pos:R:3:forces:R:3
C -0.12870 0.96728 0.74125 0.65 -0.01 0.66
C 2.24864 -0.61599 0.02623 -0.36 -1.41 0.15
C -2.08144 0.16514 -0.48794 -0.78 -0.04 -0.63
N -1.08741 0.71522 0.06418 0.05 -0.39 0.23
N 1.69521 -1.66047 0.20994 0.15 0.19 -0.10
S 3.20761 0.56492 -0.27561 0.47 0.99 -0.16
H 0.40281 1.89928 0.75979 0.00 0.49 -0.21
H -3.05790 0.26258 -0.04896 -0.15 0.07 0.14
H -1.96746 -0.34180 -1.42984 0.13 -0.04 -0.17
H 0.76862 -1.95615 0.44095 -0.16 0.15 0.09
```
Forces are in eV/Å.

Values from the calculation:
E_HOMO, eV: -8.24
Energy, a.u.: -624.2962

Calculated atomic charges, method Löwdin, unit e: number 1, C, carries 0.03; number 2, C, carries -0.93; number 3, C, carries -0.04; number 4, N, carries -0.14; number 5, N, carries 0.13; number 6, S, carries 0.70; number 7, H, carries 0.04; number 8, H, carries 0.06; number 9, H, carries 0.06; number 10, H, carries 0.08



Record 12
# C3H4N2S

One molecule with the formula C3H4N2S in a non-equilibrium geometry (ωB97M-V/def2-TZVPD, the OMol25 dataset).

XYZ file:
```
10
Properties=species:S:1:pos:R:3:forces:R:3
S -2.00709 -0.00427 -0.00233 -0.25 -0.13 -0.09
C -0.35582 -0.02022 -0.02283 0.65 -0.29 0.62
N 0.51972 -1.09244 0.00072 -0.12 2.27 -0.47
C 1.83979 -0.65169 -0.03242 -1.08 0.43 0.45
C 1.78554 0.69806 0.01764 1.69 0.20 -0.27
N 0.47916 1.07111 0.02800 -1.07 -0.72 -0.29
H 0.25234 -2.01772 0.18280 -0.61 -1.08 -0.02
H 2.57045 -1.41026 -0.06429 1.08 -0.09 0.05
H 2.54329 1.48381 0.03156 -0.11 -0.70 -0.08
H 0.13816 2.00498 -0.08813 -0.17 0.11 0.10
```
Forces are in eV/Å.

Values from the calculation:
SMILES: S=c1[nH]cc[nH]1
E_HOMO, eV: -7.63
Energy, a.u.: -624.4208

Calculated atomic charges, method Löwdin, unit e: number 1, S, carries 0.52; number 2, C, carries -0.90; number 3, N, carries 0.05; number 4, C, carries -0.08; number 5, C, carries -0.11; number 6, N, carries 0.04; number 7, H, carries 0.13; number 8, H, carries 0.10; number 9, H, carries 0.12; number 10, H, carries 0.14



The calculation returns the following orbital gap values, one per record and in order: 0.3297, 0.3466, 0.2091, 0.3361, 0.3096, 0.3145, 0.3099, 0.3608, 0.3539, 0.3594, 0.3300, 0.3080 Eh.
The calculation returns the following relative energy (zero: lowest compared OMol25 entry of this formula, charge and spin) values, one per record and in order: 5.3294, 7.6671, 2.0667, 2.5427, 2.4716, 1.9243, 1.7219, 0.4676, 2.1865, 2.0875, 3.5261, 0.1361 eV.